No. 1
The following is a quantum chemistry calculation of a 2-piece molecular cluster, C18H28O7S overall, from the OMol25 dataset.

```
54
Properties=species:S:1:pos:R:3:forces:R:3
C -1.90588 -1.34431 -0.97133 0.07 0.81 0.31
C -1.31401 0.01915 -0.63230 -0.80 -1.47 -0.28
C -1.68724 0.61669 0.54615 -0.62 0.03 1.35
C -1.18679 1.84445 0.90357 -0.18 0.20 0.50
C -0.32789 2.47205 0.04628 0.80 1.46 0.24
C 0.03384 1.90307 -1.14022 0.27 -0.12 -0.78
C -0.44959 0.65798 -1.49107 0.63 0.25 -0.87
C -0.04943 0.05230 -2.82316 -0.01 0.26 0.04
C 1.35466 -0.56810 -2.88441 -0.81 -0.61 0.71
O 2.33910 -0.03631 -3.77882 0.59 -0.61 -0.35
C 3.40951 -0.88377 -3.55559 1.02 -0.43 -0.27
O 4.30847 -1.12558 -4.31905 -1.41 0.62 1.02
O 3.29726 -1.45147 -2.30156 -0.10 0.16 -0.94
C 2.20559 -0.72589 -1.63958 1.05 0.30 -0.41
C 2.93270 0.50209 -1.03633 -0.49 0.08 0.87
C 2.95175 0.42202 0.51003 0.86 -0.19 -0.60
C 4.26386 0.99393 1.11453 -0.38 0.12 0.60
C 4.00831 2.06334 2.19815 -0.45 -0.35 -0.93
S 3.91781 3.69589 1.45897 0.35 0.97 0.57
O 3.73743 4.68081 2.47099 -0.53 -0.10 0.72
O 5.01105 3.91497 0.58106 0.11 -0.56 -0.83
O 2.56533 3.64958 0.57505 0.71 -0.69 0.35
H -1.08641 -2.05604 -1.08841 -0.32 -0.26 -0.15
H -2.57805 -1.62506 -0.16217 0.20 -0.27 -0.03
H -2.51946 -1.26447 -1.87298 0.23 -0.26 -0.10
H -2.37685 0.14313 1.25141 0.21 -0.16 -0.48
H -1.46679 2.32836 1.83071 -0.07 -0.11 0.03
H 0.08807 3.44702 0.28459 -0.27 0.04 0.02
H 0.68878 2.42012 -1.83237 -0.02 0.11 0.09
H -0.74175 -0.76302 -3.03058 0.08 0.10 -0.16
H -0.20619 0.78142 -3.62291 0.26 0.00 0.04
H 1.20201 -1.60478 -3.21767 -0.11 0.12 0.02
H 1.77058 -1.36898 -0.87552 0.01 -0.06 -0.14
H 2.56163 1.46154 -1.39486 -0.09 -0.11 0.08
H 3.98059 0.45413 -1.33165 -0.13 -0.12 -0.26
H 2.05865 0.86469 0.95915 -0.01 -0.11 -0.05
H 2.97829 -0.64647 0.74183 -0.37 0.09 0.19
H 4.93414 1.39413 0.35196 -0.08 0.01 0.03
H 4.79964 0.18356 1.61370 0.03 0.03 -0.13
H 3.03569 1.85744 2.65465 0.14 0.21 0.25
H 4.76929 2.06945 2.97572 0.05 0.39 -0.11
H 1.92121 3.16267 1.11456 -0.30 0.19 -0.23
C -5.29402 -3.39968 0.61651 0.18 -0.07 -0.11
C -4.72273 -2.74526 1.86513 -0.58 0.14 -0.16
C -5.79572 -2.54381 2.92325 0.11 0.03 0.20
O -4.13760 -1.48456 1.52437 0.16 -0.11 0.14
H -6.06922 -2.76949 0.17158 -0.06 -0.01 0.10
H -4.51635 -3.53188 -0.13724 0.02 -0.04 0.04
H -5.72760 -4.37435 0.84391 -0.02 0.02 -0.01
H -3.92061 -3.36411 2.26932 0.12 0.14 -0.03
H -6.58648 -1.88719 2.54985 -0.02 -0.08 -0.08
H -5.37458 -2.06730 3.80924 0.03 -0.05 0.00
H -6.24382 -3.49364 3.21799 -0.02 0.02 -0.01
H -4.84021 -0.93047 1.16557 0.00 0.02 0.01
```
Positions in Å, forces in eV/Å.

Its HOMO energy is -9.647 eV. The total energy is -44287.2766 eV. For the energy above the lowest of the compared OMol25 structures with the same formula, charge and spin, the calculation gives 0.0000 eV. The value obtained for the LUMO energy is 0.01434 Eh. The frontier orbital gap is 0.3689 Ha.

Atom charges from the Löwdin analysis, given in e for atoms 1 to 2: atom 1 (C): -0.024, atom 2 (C): -0.217

No. 2
The following is a quantum chemistry calculation of a 4-piece molecular cluster, C2H13NO4 overall, from the OMol25 dataset.

```
20
Properties=species:S:1:pos:R:3:forces:R:3
C 1.59761 -0.68187 0.11442 -0.13 0.33 -0.59
N 1.13685 -1.62414 -0.89701 -0.33 0.85 -0.41
C -0.17426 -2.15786 -0.80498 0.07 -1.26 0.68
O -1.26239 -1.34083 -1.21014 0.14 0.53 0.49
H 1.73622 0.31287 -0.31941 -0.29 0.08 0.10
H 0.83628 -0.62472 0.89261 0.29 0.08 0.29
H 2.58932 -0.91631 0.50275 -0.20 -0.44 0.27
H 1.82936 -2.24028 -1.24564 0.30 -0.48 -0.31
H -0.34990 -2.48306 0.22963 -0.60 0.50 0.07
H -0.26942 -3.07999 -1.36986 0.54 -0.21 -0.39
H -1.01774 -0.88076 -2.01860 0.21 0.00 -0.12
O 0.73322 2.93067 0.16298 0.72 -0.45 -0.61
H 0.09370 3.22983 0.80404 -0.62 -0.12 -0.20
H 0.31636 2.36408 -0.51599 -0.25 0.58 0.81
O -2.01705 1.45746 -1.08569 -0.48 0.04 -0.28
H -2.02971 0.63927 -0.57956 0.29 -0.31 0.15
H -2.80144 1.35314 -1.64649 0.31 0.28 0.12
O 0.35939 0.55203 3.29155 0.15 0.34 -0.66
H 0.50398 1.41584 2.89162 0.22 -0.12 -0.66
H 0.14184 0.84392 4.16275 -0.34 -0.23 1.26
```
Positions in Å, forces in eV/Å.

Its HOMO energy is -8.839 eV. The total energy is -11964.2970 eV. For the energy above the lowest of the compared OMol25 structures with the same formula, charge and spin, the calculation gives 1.1695 eV. The value obtained for the LUMO energy is 0.02325 Eh. The frontier orbital gap is 0.3481 Ha.

Atom charges from the Löwdin analysis, given in e for atoms 1 to 2: atom 1 (C): -0.097, atom 2 (N): -0.105

The highest HOMO energy belongs to which entry?
C2H13NO4